1.
{"formula": "C2H4INS", "method": "the ωB97M-V functional and the def2-TZVPD basis", "smiles": "CNC(=S)I", "homo_energy_ha": -0.3141, "spin_multiplicity": 1, "homo_lumo_gap_ev": 8.6, "relative_energy_kj_mol": 29.8, "total_charge": 0, "e_lumo_ha": 0.001, "symbols": ["C", "C", "N", "S", "I", "H", "H", "H", "H"], "xyz": [[-2.17284, -0.63401, -0.08439], [0.23758, -0.32632, 0.07594], [-1.09224, 0.18961, -0.03442], [-2.05469, -2.27600, -0.01169], [-4.09749, 0.30985, 0.00817], [0.75512, -0.09297, 0.93607], [0.14294, -1.33711, -0.24286], [0.76906, 0.29519, -0.62511], [-1.36659, 1.04781, -0.47345]]}

2.
{"formula": "C2H4INS", "method": "the ωB97M-V functional and the def2-TZVPD basis", "smiles": "[H]/N=C(/C)SI", "homo_energy_ha": -0.3350, "spin_multiplicity": 1, "homo_lumo_gap_ev": 8.6, "relative_energy_kj_mol": 21.6, "total_charge": 0, "e_lumo_ha": -0.020, "symbols": ["C", "C", "N", "S", "I", "H", "H", "H", "H"], "xyz": [[0.04971, 0.15058, 0.06544], [-1.26732, -0.45422, -0.03764], [0.16439, 1.37818, 0.03503], [1.31493, -1.12319, 0.06779], [3.31671, 0.06008, -0.01696], [-1.60749, -0.35990, -1.02810], [-1.95360, 0.20205, 0.33157], [-1.11888, -1.55987, 0.37758], [1.10155, 1.70629, 0.20530]]}

3.
{"formula": "C2H4Li2O", "method": "the ωB97M-V functional and the def2-TZVPD basis", "homo_energy_ha": [-0.4732, -0.5049], "spin_multiplicity": 2, "homo_lumo_gap_ev": [8.9, 8.5], "relative_energy_kj_mol": 9.2, "total_charge": 1, "e_lumo_ha": [-0.146, -0.191], "symbols": ["O", "Li", "Li", "C", "C", "H", "H", "H", "H"], "xyz": [[-0.07921, 1.25657, -0.84305], [1.67857, 0.90624, -0.71130], [-1.12542, 1.78480, -2.18096], [-0.40350, 0.03026, 0.46777], [0.38167, -1.15468, 0.54754], [-1.43478, -0.20317, 0.14454], [-0.31474, 0.66326, 1.36521], [0.20633, -1.97636, -0.15414], [1.09108, -1.30693, 1.36439]]}

4.
{"formula": "C2H4LiOPd", "method": "the ωB97M-V functional and the def2-TZVPD basis", "homo_energy_ha": [-0.4204, -0.4989], "spin_multiplicity": 3, "homo_lumo_gap_ev": [7.0, 7.7], "relative_energy_kj_mol": 0.0, "total_charge": 1, "e_lumo_ha": [-0.163, -0.215], "symbols": ["O", "Li", "Pd", "C", "C", "H", "H", "H", "H"], "xyz": [[1.39148, -0.13173, 0.19674], [2.79500, -1.16556, 0.04743], [0.83330, 1.39733, -0.04928], [-0.96664, 0.79430, -0.05501], [-0.17135, -0.47774, 0.01781], [-1.53513, 0.91497, -0.98683], [-1.58927, 0.97947, 0.82987], [-0.14847, -1.20430, -0.81020], [-0.60893, -1.10674, 0.80947]]}

5.
{"formula": "C2H4N2", "method": "the ωB97M-V functional and the def2-TZVPD basis", "homo_energy_ha": [-0.3011, -0.3004], "spin_multiplicity": 1, "homo_lumo_gap_ev": [8.1, 8.1], "relative_energy_kj_mol": 371.4, "total_charge": 0, "e_lumo_ha": [-0.003, -0.002], "symbols": ["C", "C", "N", "N", "H", "H", "H", "H"], "xyz": [[0.06271, -0.84167, -0.00418], [1.03215, 0.17083, 0.18792], [-3.16847, 0.28054, 0.17178], [-2.16470, 0.01789, -0.23649], [-0.08268, -1.18157, -1.02686], [0.71178, 0.98509, 0.94423], [1.56733, 0.68470, -0.72198], [2.04188, -0.11582, 0.68559]]}

6.
{"formula": "C2H4N2", "method": "the ωB97M-V functional and the def2-TZVPD basis", "homo_energy_ha": [-0.3304, -0.3287], "spin_multiplicity": 1, "homo_lumo_gap_ev": [9.5, 9.5], "relative_energy_kj_mol": 410.9, "total_charge": 0, "e_lumo_ha": [0.020, 0.021], "symbols": ["C", "C", "N", "N", "H", "H", "H", "H"], "xyz": [[-0.91116, 0.18510, 1.51448], [0.86710, -0.25079, -1.53813], [-0.02459, -0.42794, 0.91764], [-0.09317, 0.23661, -0.98032], [-0.78404, 0.20187, 2.55627], [-1.68584, 0.67730, 1.07925], [1.03223, 0.21189, -2.45021], [1.59947, -0.83404, -1.09898]]}

7.
{"formula": "C2H4N2", "method": "the ωB97M-V functional and the def2-TZVPD basis", "smiles": "C=NN=C", "homo_energy_ha": -0.3409, "spin_multiplicity": 1, "homo_lumo_gap_ev": 9.4, "relative_energy_kj_mol": 223.8, "total_charge": 0, "e_lumo_ha": 0.005, "symbols": ["N", "N", "C", "C", "H", "H", "H", "H"], "xyz": [[0.30868, 0.56824, -0.06755], [-0.27887, -0.59632, 0.19256], [1.59987, 0.49194, -0.34327], [-1.58379, -0.51410, 0.30169], [2.12283, 1.42396, -0.46125], [2.16027, -0.44625, -0.39425], [-2.18516, -1.35097, 0.54784], [-2.14383, 0.42352, 0.22423]]}

8.
{"formula": "C2H4N2", "method": "the ωB97M-V functional and the def2-TZVPD basis", "smiles": "c1c[nH][nH]1", "homo_energy_ha": -0.3027, "spin_multiplicity": 1, "homo_lumo_gap_ev": 9.6, "relative_energy_kj_mol": 371.4, "total_charge": 0, "e_lumo_ha": 0.050, "symbols": ["C", "C", "N", "N", "H", "H", "H", "H"], "xyz": [[0.64205, 0.49237, -0.60523], [-0.04140, 0.83541, 0.51367], [-0.06863, -0.90880, -0.57703], [-0.52252, -0.43350, 0.78651], [1.03597, 0.96195, -1.59004], [-0.19537, 1.83885, 0.84679], [0.46487, -1.79464, -0.50312], [-1.31497, -0.99164, 1.12845]]}

9.
{"formula": "C2H4N2", "method": "the ωB97M-V functional and the def2-TZVPD basis", "smiles": "C=NN=C", "homo_energy_ha": -0.3362, "spin_multiplicity": 1, "homo_lumo_gap_ev": 10.2, "relative_energy_kj_mol": 227.1, "total_charge": 0, "e_lumo_ha": 0.037, "symbols": ["C", "C", "N", "N", "H", "H", "H", "H"], "xyz": [[1.62222, -0.04915, -0.15963], [-1.60484, 0.02304, 0.19978], [0.45023, 0.01042, -0.62868], [-0.59823, 0.63929, -0.28238], [1.90705, 0.30681, 0.82504], [2.38448, -0.50017, -0.77357], [-2.48430, 0.61235, 0.41795], [-1.67662, -1.04257, 0.40150]]}

10.
{"formula": "C2H4N2", "method": "the ωB97M-V functional and the def2-TZVPD basis", "homo_energy_ha": [-0.8336, -0.9248], "spin_multiplicity": 3, "homo_lumo_gap_ev": [9.2, 9.1], "relative_energy_kj_mol": 0.0, "total_charge": 2, "e_lumo_ha": [-0.494, -0.592], "symbols": ["C", "C", "N", "N", "H", "H", "H", "H"], "xyz": [[1.21024, 0.74981, -0.00833], [-0.68665, -0.46729, -0.02606], [0.72202, -0.39645, 0.00743], [-1.13450, 0.70353, 0.00867], [1.90136, 1.48720, 0.02560], [-1.15328, -1.49506, -0.08647], [1.29655, -1.17941, 0.04536], [-2.00812, 1.17063, 0.04932]]}